Record 1
36
Properties=species:S:1:pos:R:3 method="wB97M-V/def2-TZVPD" homo_ha=-0.448 gap_ev=9.58 e_above_lowest_kcal_mol=5.6 spin_multiplicity=1 lumo_energy_ev=-2.63 charge=+1
C 0.307 3.319 0.899
C -0.383 2.924 -0.415
C -0.253 1.466 -0.754
C 0.881 0.707 -0.675
N 0.543 -0.525 -1.240
C -0.705 -0.509 -1.617
N -1.245 0.682 -1.328
N 1.735 3.153 0.875
H -0.221 2.723 1.646
H 0.079 4.379 1.050
H -0.052 3.444 -1.323
H -1.449 3.181 -0.356
H 1.836 0.935 -0.253
H 1.218 -1.279 -1.218
H -1.309 -1.302 -2.011
H -2.171 1.035 -1.567
H 2.207 3.900 0.382
H 2.247 3.123 1.738
H 1.272 -3.682 0.835
H 1.772 -4.207 -0.565
O 1.544 -3.408 -0.062
H 2.145 -0.830 3.083
H 2.710 -0.938 1.651
O 2.185 -1.424 2.313
H -3.652 0.288 -0.138
H -4.623 1.557 -0.327
O -3.772 1.154 -0.587
H 2.937 -1.989 0.143
H 4.180 -1.005 0.315
O 3.420 -1.249 -0.229
H -1.648 -3.856 -0.899
H -0.281 -3.441 -0.276
O -1.146 -3.103 -0.534
H -2.782 -1.613 0.891
H -3.817 -2.091 -0.108
O -3.708 -1.521 0.660

***

Record 2
27
Properties=species:S:1:pos:R:3 method="wB97M-V/def2-TZVPD" homo_ha="-0.603 / -0.603" gap_ev="6.38 / 6.80" s_squared=6.06 e_above_lowest_kcal_mol=0.0 spin_multiplicity=5 lumo_energy_ev="-10.03 / -9.61" charge=+2
Mn -0.211 0.402 0.311
C -4.274 0.430 3.508
O -3.141 1.104 2.863
C -2.373 0.514 2.047
O -1.413 1.161 1.527
N -2.519 -0.778 1.695
N -1.570 -1.275 0.771
H -4.724 1.188 4.135
H -3.905 -0.390 4.121
H -4.982 0.106 2.748
H -3.244 -1.392 2.042
H -2.068 -1.621 -0.052
H -1.090 -2.072 1.195
O 4.449 1.644 -2.896
C 4.073 0.387 -3.056
O 4.623 -0.394 -3.769
C 2.867 -0.104 -2.287
C 2.412 -1.412 -2.402
N 1.344 -1.560 -1.618
N 1.057 -0.405 -0.976
C 1.996 0.478 -1.393
C 1.849 1.828 -0.790
O 2.545 2.760 -1.000
O 0.783 1.852 0.055
H 3.902 2.164 -2.279
H 2.812 -2.214 -3.006
H 0.800 -2.401 -1.495

***

Record 3
105
Properties=species:S:1:pos:R:3 method="wB97M-V/def2-TZVPD" homo_ha="-0.357 / -0.357" gap_ev="7.84 / 5.20" s_squared=0.78 e_above_lowest_kcal_mol=0.0 spin_multiplicity=2 lumo_energy_ev="-1.86 / -4.50" charge=+1
Tl 7.041 -21.441 -2.099
C 5.918 -24.415 -0.543
N 5.339 -23.645 -1.648
C 5.284 -24.338 -2.919
C 6.653 -24.396 -3.539
N 7.761 -24.267 -2.866
C 8.773 -24.348 -3.820
C 10.163 -24.299 -3.657
C 10.953 -24.383 -4.781
C 10.364 -24.522 -6.057
C 9.001 -24.607 -6.244
C 8.227 -24.538 -5.093
N 6.854 -24.585 -4.872
C 6.548 -23.523 0.482
N 7.448 -22.617 0.218
C 7.821 -22.097 1.450
C 8.777 -21.122 1.753
C 8.987 -20.811 3.082
C 8.245 -21.459 4.102
C 7.302 -22.431 3.815
C 7.112 -22.730 2.473
N 6.296 -23.638 1.811
H 5.171 -25.056 -0.061
H 6.702 -25.039 -0.957
H 4.452 -23.220 -1.394
H 4.910 -25.364 -2.839
H 4.602 -23.796 -3.582
H 10.581 -24.211 -2.659
H 12.033 -24.337 -4.715
H 11.000 -24.568 -6.932
H 8.563 -24.736 -7.223
H 6.137 -24.644 -5.578
H 9.357 -20.656 0.968
H 9.734 -20.083 3.365
H 8.418 -21.186 5.137
H 6.755 -22.948 4.599
H 5.673 -24.308 2.231
C 2.216 -15.331 1.441
C 3.474 -15.865 2.165
C 3.121 -16.203 3.628
C 4.538 -14.770 2.160
C 3.952 -17.146 1.477
C 5.272 -17.313 1.007
C 5.640 -18.464 0.361
Br 7.323 -18.633 -0.369
C 4.687 -19.563 0.142
O 5.031 -20.586 -0.480
C 3.329 -19.397 0.693
C 3.032 -18.215 1.306
C 2.336 -20.537 0.558
C 0.999 -20.207 1.222
C 2.928 -21.780 1.244
C 2.081 -20.807 -0.945
H 1.894 -14.399 1.925
H 1.376 -16.036 1.501
H 2.422 -15.109 0.384
H 2.809 -15.296 4.147
H 3.989 -16.617 4.158
H 2.307 -16.936 3.705
H 4.129 -13.863 2.623
H 4.847 -14.492 1.148
H 5.431 -15.061 2.708
H 5.995 -16.526 1.125
H 2.044 -18.089 1.711
H 1.099 -20.008 2.297
H 0.327 -21.063 1.093
H 0.524 -19.340 0.752
H 3.123 -21.591 2.302
H 3.860 -22.090 0.781
H 2.213 -22.610 1.186
H 1.708 -19.902 -1.446
H 1.313 -21.581 -1.049
H 2.988 -21.140 -1.454
O 5.619 -20.198 -4.186
N 5.537 -18.955 -3.812
C 4.597 -18.575 -2.911
C 4.524 -17.267 -2.469
C 5.421 -16.319 -2.937
C 6.367 -16.726 -3.881
C 6.408 -18.044 -4.297
H 3.939 -19.380 -2.622
H 3.759 -17.011 -1.742
H 5.388 -15.297 -2.596
H 7.075 -16.029 -4.309
H 7.102 -18.441 -5.019
C 10.565 -21.047 -2.115
C 12.022 -20.861 -2.576
N 12.099 -19.837 -3.644
C 11.568 -18.564 -3.121
C 10.121 -18.748 -2.626
N 9.667 -20.139 -2.861
C 9.773 -20.441 -4.316
C 11.241 -20.279 -4.770
H 10.444 -20.846 -1.039
H 10.218 -22.067 -2.316
H 12.434 -21.794 -2.975
H 12.644 -20.553 -1.738
H 11.620 -17.820 -3.922
H 12.220 -18.222 -2.317
H 9.422 -18.075 -3.136
H 10.051 -18.551 -1.548
H 9.093 -19.762 -4.848
H 9.414 -21.462 -4.497
H 11.322 -19.559 -5.595
H 11.629 -21.238 -5.128

***

Record 4
15
Properties=species:S:1:pos:R:3 method="wB97M-V/def2-TZVPD" homo_ha="-0.291 / -0.291" gap_ev="7.53 / 7.53" e_above_lowest_kcal_mol=146.2 spin_multiplicity=1 lumo_energy_ev="-0.40 / -0.40" charge=0
N 0.942 0.585 0.588
C 0.027 -0.376 0.655
N -1.556 -1.448 -0.594
N 0.202 -1.482 1.464
C 0.312 1.708 -1.848
O 1.338 0.983 1.895
N -1.013 -0.256 -0.174
N -0.502 1.656 -0.907
H 1.956 1.699 1.701
H -2.374 -1.280 -1.162
H -0.906 -2.099 -1.033
H -0.645 -1.989 1.679
H 0.811 -1.304 2.248
H 0.221 2.541 -2.556
H 1.190 1.062 -1.955

***

Record 5
75
Properties=species:S:1:pos:R:3 method="wB97M-V/def2-TZVPD" homo_ha=-0.341 gap_ev=9.27 e_above_lowest_kcal_mol=202.2 spin_multiplicity=1 lumo_energy_ev=-0.01 charge=0
C -1.502 1.098 -3.106
C -2.499 -0.032 -2.684
C -2.404 -1.212 -3.610
S -0.593 -1.191 -4.207
O -0.616 -0.993 -5.662
O 0.187 -2.253 -3.574
C -0.161 0.416 -3.404
H -1.432 1.771 -2.251
H -1.898 1.695 -3.927
H -3.505 0.248 -2.374
H -2.141 -0.517 -1.776
H -3.127 -1.151 -4.424
H -2.614 -2.179 -3.153
H 0.454 1.067 -4.026
H 0.456 0.216 -2.528
C -1.461 -0.269 0.888
C -0.633 -1.386 0.173
C -1.506 -2.677 0.230
S -3.201 -2.118 -0.117
O -4.129 -2.776 0.806
O -3.502 -2.161 -1.556
C -2.870 -0.381 0.343
H -1.024 0.707 0.675
H -1.499 -0.421 1.967
H 0.306 -1.478 0.718
H -0.352 -0.983 -0.800
H -1.544 -3.030 1.261
H -1.303 -3.526 -0.423
H -3.624 -0.079 1.070
H -3.046 0.264 -0.517
C 1.374 0.710 2.111
C 0.671 -0.011 3.318
C 1.683 -1.021 3.904
S 3.372 -0.702 3.183
O 3.590 -1.529 2.037
O 4.360 -0.576 4.247
C 2.852 0.921 2.498
H 0.818 1.603 1.826
H 1.375 0.173 1.163
H -0.265 -0.403 2.919
H 0.300 0.611 4.132
H 1.443 -2.084 3.868
H 1.831 -0.820 4.965
H 3.543 1.162 1.690
H 2.888 1.664 3.295
C -3.211 3.332 0.099
C -1.697 3.749 -0.038
C -1.147 4.104 1.355
S -1.738 2.734 2.354
O -1.926 3.286 3.706
O -0.856 1.575 2.049
C -3.389 2.559 1.449
H -3.403 2.560 -0.646
H -4.006 4.031 -0.160
H -1.634 4.548 -0.777
H -1.092 2.968 -0.498
H -1.705 4.990 1.658
H -0.083 4.329 1.430
H -4.085 3.096 2.094
H -3.626 1.495 1.412
C 4.873 -1.495 -1.246
C 3.754 -1.307 -2.277
C 2.613 -2.223 -1.723
S 2.726 -2.174 0.101
O 2.919 -3.499 0.632
O 1.618 -1.389 0.706
C 4.295 -1.278 0.127
H 5.652 -0.753 -1.420
H 5.242 -2.520 -1.200
H 4.201 -1.686 -3.197
H 3.469 -0.275 -2.479
H 2.866 -3.256 -1.961
H 1.556 -2.174 -1.985
H 4.810 -1.450 1.072
H 3.956 -0.244 0.191

***

Record 6
9
Properties=species:S:1:pos:R:3 method="wB97M-V/def2-TZVPD" homo_ha="-0.520 / -0.520" gap_ev="7.96 / 7.95" e_above_lowest_kcal_mol=94.5 spin_multiplicity=1 lumo_energy_ev="-6.21 / -6.21" charge=+1
N 3.374 -0.157 -0.045
N 1.219 0.531 -0.201
N 2.320 0.301 -0.022
N -1.584 0.388 0.237
N -0.686 -0.417 0.537
H 4.381 0.002 0.310
H -1.755 1.057 0.991
H -2.010 0.208 -0.747
H -0.590 -1.140 -0.204